1.
Entry from the Open Molecules 2025 dataset: C21H57Mn2N3O13P as an isolated structure (ωB97M-V with the def2-TZVPD basis set).

The geometry in ORCA input format:
```
! RIJCOSX wB97M-V def2-TZVPD def2/J DEFGRID3
* xyz 1 11
Mn -1.00 -0.90 -4.28
Mn -3.29 0.37 1.18
P -0.49 0.14 -0.57
O 0.38 2.22 6.87
O -5.40 -4.50 2.59
O -0.18 -3.02 -4.73
O -0.68 -0.71 0.72
O -5.80 0.89 1.05
O -0.97 1.43 0.04
O -0.01 -4.01 4.62
O 3.39 3.19 -2.27
O 0.46 -0.06 -1.71
O -0.62 1.27 -5.35
O 5.77 4.56 1.27
O -1.78 -0.17 -1.32
O 6.03 -0.69 3.82
N 0.48 -0.93 -6.52
N -5.97 -1.85 1.03
N 5.76 1.63 2.00
C 4.95 2.65 2.72
C 2.75 4.21 -3.07
C 6.03 -1.41 5.07
C -4.84 -4.05 1.30
C 1.38 -1.96 -6.17
C -0.58 -4.24 -4.13
C 5.14 0.35 1.87
C 0.33 3.06 5.80
C -6.75 0.39 0.15
C -5.65 -3.11 0.37
C 5.46 4.09 2.72
C 4.83 -0.38 3.15
C -6.53 -5.25 2.35
C 1.12 0.35 -6.68
C 0.05 1.43 -6.63
C 0.61 -3.28 5.74
C -7.09 -1.10 0.37
C -1.58 2.26 -4.97
C -5.69 2.24 1.05
C 5.88 5.97 1.18
C 0.74 -3.30 -5.76
H 2.13 -2.05 -6.95
H -1.03 -4.26 -3.14
H -0.06 -3.33 3.95
H 1.57 0.37 -7.67
H 3.95 2.83 2.32
H -3.82 -3.70 1.47
H 1.69 4.38 -2.89
H 0.37 -3.80 -6.65
H 6.33 4.18 3.38
H -6.40 -5.98 1.55
H 4.15 0.22 3.76
H -0.09 2.42 5.03
H 1.83 0.47 -5.86
H 4.34 -1.33 2.96
H -0.81 1.33 -7.29
H 1.37 -3.93 6.17
H -4.79 2.44 1.63
H 2.96 3.96 -4.11
H 1.33 3.36 5.52
H 0.20 -5.00 -4.13
H 4.74 2.29 3.73
H -6.52 -3.67 0.03
H 1.85 -1.72 -5.21
H 5.92 -0.22 1.36
H -4.63 -4.98 0.77
H 5.93 6.47 2.15
H -2.16 2.43 -5.88
H -1.33 -4.72 -4.76
H -7.70 0.92 0.15
H 4.82 4.81 3.24
H -6.41 -2.21 1.86
H 0.26 -1.04 -7.50
H -7.34 -4.57 2.09
H 0.43 2.44 -6.79
H -6.44 0.61 -0.87
H 5.37 -1.18 5.91
H -7.57 -1.64 -0.44
H 7.04 -1.60 5.42
H -1.04 3.14 -4.63
H -6.85 -5.68 3.29
H -0.13 -2.88 6.43
H 2.74 2.50 -2.45
H -0.29 3.94 5.93
H 1.59 -3.88 -5.40
H 1.01 -2.37 5.28
H -5.20 -2.96 -0.62
H 5.58 -2.40 4.99
H 6.81 6.19 0.66
H 4.27 0.28 1.21
H -5.65 2.45 -0.02
H 1.10 2.60 7.37
H -6.58 2.67 1.52
H -2.14 1.95 -4.08
H 6.30 1.25 2.77
H -7.95 -1.03 1.03
H 5.10 6.32 0.51
H 3.22 5.19 -2.98
*
```

Results
E_HOMO (spin up / spin down) ... -8.660 / -8.380 eV
Kohn-Sham gap (spin up / spin down) ... 4.5 / 4.1 eV
LUMO level (spin up / spin down) ... -0.1527 / -0.1587 Ha
ΔE to the lowest compared entry with this formula, charge and spin ... 1078.4 kJ/mol



2.
Entry from the Open Molecules 2025 dataset: a 8-piece molecular cluster, C21H58N2O6 overall (ωB97M-V with the def2-TZVPD basis set).

The geometry in ORCA input format:
```
! RIJCOSX wB97M-V def2-TZVPD def2/J DEFGRID3
* xyz -1 2
O 0.16 -1.21 5.66
O 0.44 -4.91 0.35
O 0.47 2.15 -0.86
O 1.05 -2.67 -2.01
O 0.24 -0.46 -0.46
O -2.22 -3.79 -2.28
N -1.91 1.22 5.56
N 3.27 2.18 -5.08
C 1.97 0.76 -3.65
C 5.57 2.95 -5.41
C 0.73 -0.94 0.76
C -4.34 -2.84 -2.23
C -2.95 -0.62 6.85
C -2.60 1.58 3.18
C -2.00 -2.38 -2.15
C 3.30 1.52 -3.77
C -0.32 2.77 6.72
C -3.30 -1.68 -2.10
C 2.60 3.49 -5.05
C -0.90 -4.80 -0.05
C -3.11 0.35 5.77
C -1.49 1.78 6.87
C 2.32 -3.37 -2.06
C 2.25 3.90 -6.60
C 0.03 3.00 0.13
C 0.46 -1.62 4.32
C -3.48 -3.85 -2.96
C -2.18 2.20 4.58
C 4.46 1.97 -5.82
H -2.37 2.24 7.31
H 1.37 -1.19 3.91
H -4.60 -3.22 -1.25
H -3.91 -1.13 6.79
H -1.33 2.83 4.32
H 1.80 -0.74 0.86
H 0.10 2.99 7.70
H -3.91 1.04 6.02
H 3.30 2.15 -2.88
H -1.06 0.98 7.48
H -3.45 -0.99 -2.93
H -1.52 -5.39 0.63
H 1.76 3.10 -7.16
H -3.36 -3.55 -4.00
H -3.13 -0.23 4.84
H -3.44 0.89 3.14
H 5.87 2.80 -4.37
H 4.69 0.90 -5.82
H 4.16 2.17 -6.86
H -0.60 -0.63 5.75
H 4.07 0.77 -3.60
H 3.07 4.17 -7.26
H -1.16 -3.74 0.00
H 1.70 4.84 -6.57
H 0.53 -2.01 0.70
H 0.50 -3.21 -1.45
H 6.52 2.71 -5.90
H 1.09 1.39 -3.72
H 2.92 -3.13 -1.18
H 3.03 4.31 -4.47
H -0.47 -1.51 3.76
H -2.97 2.83 4.98
H 2.87 -3.04 -2.94
H 0.52 1.21 -0.71
H -1.73 1.11 2.71
H 0.16 -0.60 1.62
H -1.45 -2.12 -1.25
H -3.37 -1.10 -1.18
H -2.10 -1.26 6.65
H -2.94 2.32 2.45
H 0.44 -5.87 0.41
H 0.42 2.18 6.17
H 0.82 -2.65 4.27
H 0.43 2.64 1.08
H -1.05 3.02 0.17
H 1.88 -0.01 -4.42
H -3.86 -4.87 -2.92
H 1.63 3.35 -4.57
H 1.88 0.13 -2.76
H -5.10 -2.43 -2.89
H 0.48 3.98 -0.05
H 0.64 -1.01 -1.14
H -0.94 -5.19 -1.07
H -2.94 -0.20 7.85
H 5.32 4.01 -5.47
H -1.40 -2.01 -2.98
H -0.50 3.71 6.19
H 2.18 -4.44 -2.20
*
```

Results
E_HOMO (spin up / spin down) ... 0.818 / -6.196 eV
Kohn-Sham gap (spin up / spin down) ... 1.8 / 8.8 eV
LUMO level (spin up / spin down) ... 0.0954 / 0.0942 Ha



3.
Entry from the Open Molecules 2025 dataset: C21H60BBr2NbO9PS6 as an isolated structure (ωB97M-V with the def2-TZVPD basis set).

The geometry in ORCA input format:
```
! RIJCOSX wB97M-V def2-TZVPD def2/J DEFGRID3
* xyz -1 1
Nb -0.69 0.77 -1.34
Br -3.35 1.74 1.33
Br 1.27 2.06 -3.97
S 1.78 0.75 5.48
S -7.58 0.32 0.31
S -1.45 -3.65 -4.32
S 6.82 5.27 -0.32
S -1.67 -4.14 3.54
S 5.32 -0.11 1.76
P -1.44 2.57 0.33
O 1.33 0.03 6.70
O -2.83 -3.65 -3.76
O 6.50 0.80 1.77
O 5.50 4.60 -0.25
O -0.89 -4.33 2.29
O -7.45 0.40 -1.17
O -0.36 2.70 1.67
O -2.68 -1.41 0.03
O 1.93 -1.49 -1.18
C 1.67 -2.80 -0.68
C 4.73 -0.23 0.07
C 6.53 7.01 -0.67
C -0.66 -5.17 -3.76
C 2.79 3.87 -1.79
C -3.11 -5.23 3.45
C 1.44 2.51 5.74
C -3.78 -0.25 -3.45
C -0.01 -0.99 -2.67
C -7.47 2.00 0.95
C 7.40 5.51 1.37
C 0.52 0.52 4.22
C 1.20 1.89 -1.98
C -2.59 -2.60 3.35
C -9.34 0.10 0.67
C 0.88 -2.60 0.67
C 1.50 -1.34 -2.53
C 5.94 -1.80 1.85
C -1.58 -4.14 -6.05
C -3.99 -0.28 -1.90
C 1.34 3.34 -1.41
B -2.65 -0.45 -1.03
H 5.56 -0.49 -0.59
H 0.75 1.14 3.35
H -3.27 -2.48 4.19
H -0.46 0.79 4.62
H 8.31 6.10 1.36
H -0.59 -4.28 -6.47
H 3.94 -0.98 0.01
H 5.12 -2.50 1.73
H 1.02 -3.39 -1.34
H -1.88 -1.78 3.34
H 0.31 -5.27 -4.25
H 4.33 0.74 -0.22
H -2.76 -6.26 3.50
H 6.62 6.01 1.95
H -0.51 -5.10 -2.69
H 1.14 -3.41 1.35
H 1.30 3.38 -0.32
H -9.92 0.87 0.16
H -0.58 -1.87 -2.30
H -4.58 0.59 -1.56
H 7.47 7.56 -0.61
H 2.63 -3.29 -0.45
H 2.07 1.31 -1.61
H 1.17 -1.61 1.05
H 0.14 -0.04 0.07
H 1.66 -2.32 -3.04
H -2.85 -2.28 -0.33
H -7.69 2.00 2.02
H 0.40 2.64 6.05
H 6.40 -1.94 2.83
H 5.81 7.42 0.05
H 6.12 7.10 -1.68
H -3.63 -5.07 2.51
H 6.69 -1.96 1.08
H 3.31 4.21 -0.88
H -0.94 2.86 2.41
H 0.52 -0.53 3.92
H -3.14 -2.61 2.41
H -9.50 0.16 1.75
H -2.74 -0.04 -3.75
H 2.10 2.86 6.54
H -0.18 -2.59 0.40
H -3.77 -5.02 4.29
H -2.10 -3.34 -6.59
H -4.09 -1.20 -3.91
H 2.17 -0.63 -3.02
H 1.65 3.06 4.83
H 0.58 3.95 -1.91
H -6.45 2.35 0.79
H 3.36 3.03 -2.21
H -8.17 2.64 0.42
H -9.64 -0.88 0.31
H -2.16 -5.06 -6.14
H -1.55 1.59 -2.73
H -4.45 0.52 -3.86
H -4.64 -1.16 -1.70
H -0.31 -0.80 -3.71
H -1.29 -6.03 -4.00
H 2.76 4.72 -2.49
H 7.60 4.53 1.80
*
```

Results
E_HOMO ... -4.032 eV
Kohn-Sham gap ... 5.8 eV
LUMO level ... 0.0650 Ha



4.
Entry from the Open Molecules 2025 dataset: C21H61Br3O10 as an isolated structure (ωB97M-V with the def2-TZVPD basis set).

The geometry in ORCA input format:
```
! RIJCOSX wB97M-V def2-TZVPD def2/J DEFGRID3
* xyz 0 1
Br -2.04 -6.24 -0.95
Br -4.02 -8.77 -0.33
Br -4.40 -6.07 1.34
O 3.28 -0.64 -0.93
O -0.77 -3.20 1.26
O -1.72 -0.40 0.78
O -4.62 -4.20 -1.84
O 2.80 1.34 0.97
O 0.15 1.48 0.90
O 2.66 4.84 -1.29
O -3.13 5.08 1.83
O 1.66 -2.78 0.12
O -0.32 4.44 2.36
C -0.86 -3.97 2.43
C -3.85 -3.56 -2.87
C 3.29 2.15 2.02
C -3.77 -6.79 -0.41
C 1.51 -3.50 -1.04
C -3.12 -0.44 0.26
C -4.01 4.14 2.39
C 3.17 2.91 -2.73
C 3.61 4.23 -2.19
C 5.68 -0.59 -1.60
C 4.22 -0.86 -1.99
C -3.84 -4.49 -4.11
C -1.17 -3.12 3.73
C 0.43 5.23 1.40
C -3.76 -1.69 0.81
C 4.24 3.23 1.49
C -0.03 1.87 -0.50
C 2.21 -4.86 -1.28
C 0.30 0.76 -1.47
C 0.49 6.62 1.93
C -3.65 2.69 2.18
H 5.69 0.54 -1.37
H -3.57 0.52 0.51
H -3.08 -0.57 -0.88
H -2.58 2.71 2.11
H -2.84 -3.41 -2.46
H 1.80 -2.78 -1.80
H 4.07 2.49 -3.13
H 1.84 5.06 -1.80
H 4.71 3.78 2.30
H 1.06 6.55 2.82
H 4.54 4.15 -1.62
H 2.34 3.07 -3.45
H 0.38 -3.65 -1.23
H -1.74 -3.71 4.47
H 0.16 -2.92 1.13
H -3.79 -1.64 1.87
H 6.10 -1.20 -0.80
H -5.09 4.20 2.04
H -1.74 -4.61 2.23
H -0.47 0.73 1.07
H -0.50 6.96 2.14
H 3.32 -4.74 -1.04
H -4.04 2.13 3.04
H 1.36 4.74 1.21
H 3.75 4.95 -2.96
H 0.04 1.13 -2.47
H -0.17 -2.89 4.25
H 3.86 1.53 2.70
H 6.31 -0.74 -2.46
H 1.85 1.51 0.95
H -4.35 -2.60 -3.19
H -0.07 5.20 0.42
H -1.05 2.23 -0.57
H 0.11 -4.47 2.60
H 2.83 2.35 -1.89
H -5.21 -3.66 -1.36
H 1.36 0.38 -1.43
H -1.41 -1.29 1.03
H -3.22 -4.00 -4.87
H -4.02 4.34 3.47
H 3.64 3.96 0.88
H 3.81 -0.22 -2.83
H 0.80 7.26 1.16
H -3.16 -2.57 0.60
H -0.42 -0.02 -1.21
H -0.42 3.54 2.00
H 5.01 2.93 0.79
H 2.06 -1.92 -0.03
H -4.04 2.28 1.20
H -3.33 -5.44 -3.86
H -4.40 -6.26 -1.16
H 1.89 -5.69 -0.62
H 2.16 -5.21 -2.33
H -4.65 -1.77 0.28
H 4.22 -1.90 -2.23
H -4.90 -4.63 -4.33
H 2.43 2.59 2.57
H 3.38 0.13 -0.39
H -1.60 -2.10 3.63
H 0.63 2.78 -0.70
H -2.27 5.03 2.29
*
```

Results
E_HOMO ... -9.785 eV
Kohn-Sham gap ... 9.7 eV
LUMO level ... -0.0024 Ha



5.
Entry from the Open Molecules 2025 dataset: a 9-piece molecular cluster, C21H61N4O11 overall (ωB97M-V with the def2-TZVPD basis set).

The geometry in ORCA input format:
```
! RIJCOSX wB97M-V def2-TZVPD def2/J DEFGRID3
* xyz -1 1
O 3.16 5.76 -3.11
O -1.13 0.75 -0.72
O 0.88 1.27 -0.15
O 0.22 -0.86 -0.07
O -1.72 -1.06 -2.74
O -0.31 2.70 -2.76
O -0.12 -0.39 2.98
O -2.35 2.85 0.41
O 3.63 0.72 1.00
O -3.90 -2.28 2.80
O -1.03 -5.46 -0.15
N -3.97 -0.76 -0.64
N 2.46 2.23 -2.76
N 1.57 -3.33 1.15
N 2.48 0.90 4.39
C 3.32 3.37 -4.77
C -5.80 -1.39 0.62
C 1.03 -4.52 0.58
C 3.18 3.38 -3.19
C 2.72 7.07 -2.69
C 2.88 1.40 2.99
C -0.51 -4.47 0.69
C -2.41 -5.52 -0.24
C -1.14 2.36 -3.76
C -3.27 -3.33 3.56
C -3.42 -2.05 1.43
C 1.69 -5.77 1.34
C 4.07 2.41 3.37
C -0.89 -2.15 -3.14
C 4.07 -0.30 0.04
C 0.02 0.35 -0.32
C -3.66 2.76 -0.03
C 3.27 0.17 2.21
C -0.82 0.79 3.42
C -4.36 -1.06 0.69
C 2.36 4.59 -2.91
H -6.24 -2.18 -0.02
H -0.08 -1.88 -3.79
H 2.61 -0.59 2.20
H 2.74 -5.62 1.53
H 1.85 4.52 -1.93
H -2.26 -3.18 3.46
H -0.30 -2.44 -2.25
H -4.06 1.84 0.51
H 4.08 2.73 -5.07
H 1.30 -3.14 2.21
H -2.91 -5.19 0.60
H -2.71 -6.51 -0.69
H 1.04 -6.16 2.24
H 1.46 -6.65 0.80
H 1.93 1.82 2.68
H -4.22 -0.07 1.28
H 5.21 -0.65 0.25
H -1.82 2.16 0.37
H 0.09 -0.42 1.98
H -6.11 -1.84 1.72
H 2.25 2.00 -1.77
H 1.44 -4.46 -0.39
H 3.76 4.20 -5.24
H -3.86 2.71 -1.03
H 2.03 1.68 4.86
H -6.64 -0.58 0.42
H -0.75 1.54 -4.41
H -4.17 3.71 0.46
H 2.74 6.96 -1.75
H 1.39 0.29 4.26
H 4.08 -0.58 2.69
H -3.62 -3.53 4.59
H -2.44 -1.87 1.54
H 4.15 0.13 -0.94
H -1.93 0.39 3.85
H -0.46 2.17 -2.06
H 3.42 7.84 -2.95
H 3.17 -0.84 -0.07
H 1.16 -2.36 0.82
H 3.84 3.22 4.16
H 1.46 2.44 -3.33
H 2.31 3.24 -5.19
H -1.00 1.26 2.51
H 1.69 7.29 -3.29
H 4.17 3.37 -2.77
H 1.76 0.88 0.20
H 4.47 2.89 2.63
H -0.77 -3.37 0.49
H 4.90 1.87 3.82
H -1.03 -4.61 1.70
H -2.17 1.95 -3.45
H -3.52 -1.43 -1.06
H -1.30 -0.48 -2.15
H -2.66 -4.77 -0.87
H -1.33 2.95 -4.46
H -3.42 -4.18 3.01
H -0.25 1.44 4.24
H -3.25 -0.03 -0.71
H -3.40 -2.83 0.96
H -1.44 -2.81 -3.58
H 1.41 4.59 -3.35
*
```

Results
E_HOMO ... -6.231 eV
Kohn-Sham gap ... 9.0 eV
LUMO level ... 0.1009 Ha
ΔE to the lowest compared entry with this formula, charge and spin ... 0.0 kJ/mol